Entry 1:
The following is a quantum chemistry calculation of a structure of composition C4H5KMgO in a non-equilibrium geometry, from the OMol25 dataset.

Values from the calculation:
HOMO-LUMO gap = 6.59 eV
HOMO energy = -15.66 eV
ΔE to the lowest compared entry with this formula, charge and spin = 70.7 kcal/mol
E_tot = -1029.8984 Eh
Net charge = +2
LUMO level = -0.3335 hartree

CARTESIAN COORDINATES (ANGSTROEM)
C  0.196  1.919  -1.300
C  2.147  2.934  -0.464
C  1.675  2.091  0.306
H  0.883  0.818  -2.036
H  0.219  2.444  -2.267
Mg  0.896  0.392  1.258
H  -1.225  0.404  -1.907
C  -0.274  0.504  -1.358
O  -0.197  -0.247  -0.263
H  2.554  3.729  -1.072
K  -1.722  -2.841  -0.196
H  -0.517  2.479  -0.676

The molecule's natural (NBO) atomic charges, reported in e, are given here:
1 C -0.264
2 C -0.074
3 C -0.595
4 H 0.203
5 H 0.268
6 Mg 1.820
7 H 0.252
8 C -0.048
9 O -1.056
10 H 0.291
11 K 0.998
12 H 0.204

Entry 2:
The following is a quantum chemistry calculation of a structure of composition C4H5Li2O in a non-equilibrium geometry, from the OMol25 dataset.

Values from the calculation:
HOMO-LUMO gap = 5.80 eV
HOMO energy = -9.94 eV
ΔE to the lowest compared entry with this formula, charge and spin = 59.8 kcal/mol
E_tot = -245.3776 Eh
Net charge = +1
LUMO level = -0.1520 hartree

CARTESIAN COORDINATES (ANGSTROEM)
O  2.784  0.114  -0.182
H  -0.412  -1.668  0.510
C  1.715  0.734  -0.625
C  -1.469  -1.312  0.353
H  -0.106  1.775  -0.328
Li  -4.675  -0.538  -0.088
Li  3.638  -0.106  1.333
C  -2.678  -1.027  0.198
H  0.804  1.257  1.233
C  0.730  1.257  0.143
H  -1.935  -1.272  -0.824
H  1.604  0.787  -1.723

The molecule's Löwdin atomic charges, reported in e, are given here:
1 O -0.353
2 H 0.127
3 C -0.474
4 C 0.011
5 H 0.027
6 Li 0.808
7 Li 0.808
8 C -0.086
9 H 0.031
10 C -0.095
11 H 0.097
12 H 0.099

Entry 3:
The following is a quantum chemistry calculation of a structure of composition C4H5LiO, from the OMol25 dataset.

Values from the calculation:
HOMO-LUMO gap (spin up / spin down) = 5.20 / 5.11 eV
HOMO energy (spin up / spin down) = -2.67 / -2.64 eV
ΔE to the lowest compared entry with this formula, charge and spin = 0.0 kcal/mol
E_tot = -238.0267 Eh
Net charge = -1
2S+1 = 2
LUMO level (spin up / spin down) = 0.0929 / 0.0907 hartree
⟨S²⟩ = 0.75

CARTESIAN COORDINATES (ANGSTROEM)
H  0.999  1.972  0.275
H  1.751  0.077  1.606
O  -1.555  0.210  -0.454
C  1.555  -0.135  0.544
C  0.720  0.984  -0.116
H  1.688  -1.249  -1.130
Li  -3.330  -0.515  -0.362
H  0.830  0.967  -1.213
H  -3.969  -1.761  0.685
C  2.010  -1.251  -0.062
C  -0.699  0.702  0.227

The molecule's natural (NBO) atomic charges, reported in e, are given here:
1 H 0.214
2 H 0.157
3 O -0.678
4 C -0.423
5 C -0.604
6 H 0.085
7 Li 0.753
8 H 0.216
9 H -0.782
10 C -0.524
11 C 0.588

Entry 4:
The following is a quantum chemistry calculation of a structure of composition C4H5LiO2Pm in a non-equilibrium geometry, from the OMol25 dataset.

Values from the calculation:
HOMO-LUMO gap (spin up / spin down) = 5.06 / 5.21 eV
HOMO energy (spin up / spin down) = -13.49 / -13.52 eV
ΔE to the lowest compared entry with this formula, charge and spin = 0.0 kcal/mol
E_tot = -921.1184 Eh
Net charge = +2
2S+1 = 6
LUMO level (spin up / spin down) = -0.3098 / -0.3051 hartree
⟨S²⟩ = 8.76

CARTESIAN COORDINATES (ANGSTROEM)
H  -1.217  1.044  0.214
Li  -0.355  -0.501  -3.711
C  0.142  -1.361  -0.998
O  -0.347  -1.405  -2.138
Pm  -2.794  2.424  3.674
H  -0.153  -2.154  -0.286
H  2.056  -0.584  -0.643
O  -0.951  1.185  2.241
H  1.218  -0.181  1.674
C  -0.551  0.823  1.067
H  1.327  0.859  -1.393
C  1.006  -0.295  -0.521
C  0.620  0.148  0.821

The molecule's natural (NBO) atomic charges, reported in e, are given here:
1 H 0.121
2 Li 0.983
3 C 0.478
4 O -0.737
5 Pm 1.899
6 H 0.182
7 H 0.297
8 O -0.968
9 H 0.233
10 C 0.239
11 H 0.183
12 C -0.509
13 C -0.400

Entry 5:
The following is a quantum chemistry calculation of a structure of composition C4H5LiO2Tm in a non-equilibrium geometry, from the OMol25 dataset.

Values from the calculation:
HOMO-LUMO gap (spin up / spin down) = 5.51 / 4.34 eV
HOMO energy (spin up / spin down) = -12.51 / -14.24 eV
ΔE to the lowest compared entry with this formula, charge and spin = 0.0 kcal/mol
E_tot = -1397.9180 Eh
Net charge = +2
2S+1 = 4
LUMO level (spin up / spin down) = -0.2570 / -0.3638 hartree
⟨S²⟩ = 3.78

CARTESIAN COORDINATES (ANGSTROEM)
C  -0.968  -1.517  2.262
H  -0.278  -1.970  0.305
C  -0.657  -0.074  2.174
H  -1.280  0.537  1.147
Li  1.337  1.711  -0.061
Tm  -0.813  -5.762  0.070
H  1.312  -0.395  3.120
H  -1.305  -1.923  3.219
O  1.475  0.743  1.475
H  -1.173  0.550  2.915
O  -0.920  -3.659  1.273
C  -0.711  -2.381  1.234
C  0.788  0.116  2.289

The molecule's natural (NBO) atomic charges, reported in e, are given here:
1 C -0.063
2 H 0.156
3 C -0.595
4 H 0.251
5 Li 0.986
6 Tm 1.110
7 H 0.193
8 H 0.253
9 O -0.680
10 H 0.316
11 O -0.670
12 C 0.250
13 C 0.494

Entry 6:
The following is a quantum chemistry calculation of a structure of composition C4H5LiOPm in a non-equilibrium geometry, from the OMol25 dataset.

Values from the calculation:
HOMO-LUMO gap (spin up / spin down) = 4.91 / 8.35 eV
HOMO energy (spin up / spin down) = -20.79 / -21.44 eV
E_tot = -845.1907 Eh
Net charge = +3
2S+1 = 5
LUMO level (spin up / spin down) = -0.5835 / -0.4813 hartree
⟨S²⟩ = 6.28

CARTESIAN COORDINATES (ANGSTROEM)
H  1.810  3.942  -0.916
H  0.568  0.058  1.222
C  -0.879  -1.319  0.647
Li  -1.050  -3.676  -0.908
H  -1.364  -2.038  1.327
H  -1.202  0.702  0.659
Pm  0.872  -0.620  -2.164
O  -0.474  -1.757  -0.455
C  -0.533  -0.011  1.208
C  1.631  2.927  -1.232
H  -0.829  -0.002  2.270
C  1.450  1.794  -1.660

The molecule's Löwdin atomic charges, reported in e, are given here:
1 H 0.083
2 H 0.128
3 C -0.174
4 Li 0.913
5 H 0.171
6 H 0.156
7 Pm 2.033
8 O -0.282
9 C 0.016
10 C 0.078
11 H 0.134
12 C -0.256

Entry 7:
The following is a quantum chemistry calculation of a structure of composition C4H5LuO3 in a non-equilibrium geometry, from the OMol25 dataset.

Values from the calculation:
HOMO-LUMO gap (spin up / spin down) = 5.65 / 6.73 eV
HOMO energy (spin up / spin down) = -12.08 / -13.08 eV
E_tot = -1616.2403 Eh
Net charge = +1
2S+1 = 2
LUMO level (spin up / spin down) = -0.2363 / -0.2336 hartree
⟨S²⟩ = 0.76

CARTESIAN COORDINATES (ANGSTROEM)
H  -2.954  0.903  -0.215
Lu  3.121  0.853  0.686
H  -2.044  -0.246  0.807
C  0.724  -0.700  0.149
C  -2.063  0.269  -0.164
H  -2.094  -0.473  -0.975
O  -0.953  1.136  -0.309
O  1.158  1.690  -0.001
O  0.576  -0.105  1.476
C  0.278  0.742  0.101
H  2.186  -1.672  -1.161
H  -0.035  -1.471  -0.033
C  2.102  -0.924  -0.362

The molecule's natural (NBO) atomic charges, reported in e, are given here:
1 H 0.222
2 Lu 2.205
3 H 0.198
4 C -0.143
5 C -0.270
6 H 0.187
7 O -0.472
8 O -0.873
9 O -0.630
10 C 0.808
11 H 0.223
12 H 0.227
13 C -0.681

Entry 8:
The following is a quantum chemistry calculation of a structure of composition C4H5MgO5Tl in a non-equilibrium geometry, from the OMol25 dataset.

Values from the calculation:
HOMO-LUMO gap (spin up / spin down) = 5.47 / 6.10 eV
HOMO energy (spin up / spin down) = -19.58 / -20.20 eV
ΔE to the lowest compared entry with this formula, charge and spin = 0.0 kcal/mol
E_tot = -902.9422 Eh
Net charge = +3
2S+1 = 2
LUMO level (spin up / spin down) = -0.5185 / -0.5185 hartree
⟨S²⟩ = 0.75

CARTESIAN COORDINATES (ANGSTROEM)
H  -0.368  -0.307  0.433
O  -2.286  3.321  0.108
O  -1.515  -1.724  -1.520
O  -2.253  -3.841  -1.849
H  -2.131  4.042  0.744
H  -2.813  -1.222  0.271
O  -0.923  -2.872  -3.311
H  -1.283  -2.684  0.289
C  -1.634  -2.871  -2.258
C  -1.441  -0.526  0.536
H  -1.615  -0.593  1.614
C  -1.714  -1.789  -0.174
Mg  0.244  -1.693  -4.229
Tl  -1.956  -5.844  -3.612
O  -2.033  1.130  -0.051
C  -2.095  2.165  0.589

The molecule's natural (NBO) atomic charges, reported in e, are given here:
1 H 0.220
2 O -0.570
3 O -0.538
4 O -0.644
5 H 0.570
6 H 0.269
7 O -1.029
8 H 0.304
9 C 1.006
10 C -0.033
11 H 0.277
12 C -0.119
13 Mg 1.931
14 Tl 0.982
15 O -0.508
16 C 0.882

Entry 9:
The following is a quantum chemistry calculation of the molecule C4H5N, from the OMol25 dataset.

Values from the calculation:
HOMO-LUMO gap = 8.52 eV
HOMO energy = -8.55 eV
ΔE to the lowest compared entry with this formula, charge and spin = 102.2 kcal/mol
E_tot = -210.0009 Eh
Net charge = 0
LUMO level = -0.0012 hartree

CARTESIAN COORDINATES (ANGSTROEM)
N  -0.324  -0.479  -0.851
H  0.554  1.292  -1.522
C  0.346  0.712  -0.628
C  0.651  1.136  0.601
H  -0.295  -0.917  -1.757
H  0.514  0.499  1.487
C  -0.589  -0.963  1.549
C  -0.699  -1.227  0.250
H  1.059  2.121  0.788
H  -1.217  -2.173  0.083

The molecule's natural (NBO) atomic charges, reported in e, are given here:
1 N -0.578
2 H 0.211
3 C -0.006
4 C -0.480
5 H 0.407
6 H 0.213
7 C 0.088
8 C -0.352
9 H 0.226
10 H 0.271

Entry 10:
The following is a quantum chemistry calculation of a structure of composition C4H5N, from the OMol25 dataset.

Values from the calculation:
HOMO-LUMO gap = 9.02 eV
HOMO energy = -8.13 eV
ΔE to the lowest compared entry with this formula, charge and spin = 112.6 kcal/mol
E_tot = -209.9843 Eh
Net charge = 0
LUMO level = 0.0323 hartree

CARTESIAN COORDINATES (ANGSTROEM)
N  0.677  1.329  -0.324
C  -1.746  0.304  0.076
C  1.240  0.220  -0.012
C  0.443  -0.983  0.234
C  -0.854  -0.659  0.106
H  2.326  0.108  0.086
H  -2.357  0.506  -0.804
H  1.350  2.084  -0.423
H  0.874  -1.951  0.451
H  -1.954  -0.959  0.610

The molecule's natural (NBO) atomic charges, reported in e, are given here:
1 N -0.679
2 C -0.207
3 C 0.113
4 C -0.461
5 C -0.059
6 H 0.170
7 H 0.222
8 H 0.348
9 H 0.241
10 H 0.311